2 unconnected molecules or ions with the total composition C6H12N2O. Source: the OMol25 dataset; level of theory: the ωB97M-V functional and the def2-TZVPD basis.

Structure (ORCA input):
```
! wB97M-V def2-TZVPD RIJCOSX def2/J DEFGRID3
* xyz 0 1
O -0.842 -1.970 1.346
N -0.551 1.133 0.051
N 0.984 -0.731 1.631
C 0.701 1.363 -0.481
C -0.817 -1.475 -1.697
C 0.421 -1.522 -0.807
C 1.871 1.703 -0.416
C -1.064 2.139 0.999
C -0.066 -1.166 0.865
H -0.620 -1.054 -2.683
H 0.691 -2.573 -0.683
H -1.207 1.066 -0.727
H -1.274 -2.463 -1.776
H -2.117 1.918 1.173
H -1.039 3.153 0.593
H 2.916 1.607 -0.542
H 1.306 -1.055 -1.234
H -0.461 2.090 1.902
H -1.607 -0.876 -1.242
H 1.134 -1.200 2.510
H 1.642 -0.087 1.217
*
```

The value obtained for the energy above the lowest of the compared OMol25 structures with the same formula, charge and spin is 385.36 kJ/mol. As for the molar mass: 128.2 u. The gap between HOMO and LUMO comes out at 9.7 eV. Its largest force on an atom is 5.467 eV/A.